Entry 1:
One molecule with the formula C5H9NO2S2 at a distorted geometry. Source: OMol25; level of theory: ωB97M-V/def2-TZVPD.

Structure (XYZ):
```
19
Properties=species:S:1:pos:R:3:forces:R:3:mulliken_charge:R:1
C 0.6292 0.4264 1.2902 0.355 1.070 3.449 0.578
C -0.1645 0.9985 -1.0423 -0.115 2.495 1.108 -1.379
C -1.2162 -1.4642 0.3071 1.400 1.396 0.969 -0.602
C 0.5923 0.1522 -0.1181 -1.104 -4.342 -2.347 1.127
C 1.7205 -0.7162 -0.7324 0.958 3.968 1.203 -1.575
N 0.0898 1.6589 1.7280 -0.689 -0.904 -0.517 -0.457
O 1.1762 -0.3083 2.1176 -0.270 0.527 -1.097 -0.643
O -1.6858 -1.2130 -2.2605 0.236 -0.293 0.042 -0.534
S -1.9292 1.2190 -0.5199 0.305 -0.726 -1.180 -0.201
S -2.2772 -0.9733 -0.9399 -0.540 1.018 0.021 0.373
H 0.3595 2.0158 -0.8575 -1.103 -0.981 -0.473 0.542
H -0.1374 0.8110 -2.1070 0.224 -0.506 0.034 0.455
H -0.9250 -2.4893 0.4475 0.635 -0.525 -1.087 0.452
H -1.6460 -1.2533 1.2930 -0.024 0.799 -0.272 0.299
H 2.1666 -1.2874 0.0411 0.293 -0.717 0.649 0.393
H 2.5397 0.0957 -1.0018 -1.354 -1.650 0.104 0.335
H 1.4498 -1.2921 -1.5700 -0.492 -0.434 -1.010 0.363
H -0.7452 1.9896 1.1655 1.393 -0.487 1.493 0.193
H 0.0030 1.6301 2.7595 -0.109 0.294 -1.088 0.282
```
Forces are in eV/Å.

The spin multiplicity is 1. The HOMO-LUMO gap (spin up / spin down) comes out at 7.4 / 7.5 eV.

---

Entry 2:
An isolated ion of composition C2H2NO2S and charge -1 at a distorted geometry. Source: OMol25; level of theory: ωB97M-V/def2-TZVPD.

Structure (XYZ):
```
8
Properties=species:S:1:pos:R:3:forces:R:3:mulliken_charge:R:1
C -0.2305 0.2466 0.0496 3.817 1.853 1.229 0.099
C -0.0994 1.6179 0.5120 -0.366 -0.204 0.457 -0.181
N 0.4013 1.4653 -0.6330 -0.596 0.796 0.306 -0.457
O -0.2581 -3.0214 -0.5836 0.665 0.924 0.160 -0.632
O 0.7209 -0.6542 0.4345 -0.835 -0.682 0.179 -0.425
S 0.8771 -1.9678 -0.7593 -0.436 -0.778 -0.096 -0.070
H -1.1096 -0.0479 -0.3366 -2.797 -1.513 -1.422 0.446
H -0.3017 2.3614 1.3164 0.548 -0.397 -0.814 0.222
```
Forces are in eV/Å.

The spin multiplicity is 1. Its total charge is -1. The HOMO-LUMO gap comes out at 5.7 eV.

---

Entry 3:
One molecule with the formula C2H4ClPS2 at a distorted geometry. Source: OMol25; level of theory: ωB97M-V/def2-TZVPD.

Structure (XYZ):
```
10
Properties=species:S:1:pos:R:3:forces:R:3:mulliken_charge:R:1
C -0.8990 -0.2081 0.1592 1.841 4.443 -1.598 -0.677
C 0.3087 0.7936 -0.0476 -0.381 -0.922 -2.062 -0.708
P -1.8699 2.6022 -0.2934 -0.158 -1.116 0.389 0.173
S -2.3935 0.5879 -0.4897 -0.195 0.992 0.303 0.121
S -0.0680 2.3847 0.6773 -0.668 0.482 -0.048 -0.077
Cl -3.4990 -1.4667 0.3141 -0.037 0.210 0.180 -0.524
H -0.9794 -1.0775 -0.3621 0.791 -2.551 -1.608 0.563
H -0.7187 -0.3899 1.1442 -1.332 -0.694 3.204 0.406
H 1.1833 0.4849 0.4742 0.664 -0.712 0.535 0.379
H 0.6337 0.9531 -1.1058 -0.524 -0.131 0.705 0.344
```
Forces are in eV/Å.

The spin multiplicity is 1. The HOMO-LUMO gap comes out at 6.3 eV.

---

Values for energy relative to the best compared isomer or geometry (same formula, charge and spin), kJ/mol, ordered as above
289.5; 401.7; 204.9